Entry 1:
A cluster of 3 separate species, C4H12O3 in total in a non-equilibrium geometry. Source: the Open Molecules 2025 dataset; level of theory: the ωB97M-V functional and the def2-TZVPD basis.

XYZ file:
```
19
Properties=species:S:1:pos:R:3:forces:R:3
C 2.65482 -0.27125 0.44792 0.8 -1.4 0.5
C 1.81782 0.05389 -0.73952 0.1 1.8 -0.5
C 1.30798 1.28276 -1.02017 1.6 -0.9 -0.6
C 0.29658 1.48036 -2.09439 -1.0 -0.4 -0.5
O 1.89440 2.43321 -0.53527 -1.1 0.0 0.4
H 2.82168 -1.35720 0.44078 0.2 0.1 -0.2
H 2.18847 -0.17881 1.43059 -0.4 0.7 -0.2
H 3.66473 0.15468 0.53794 -0.2 0.2 -0.2
H 1.94746 -0.50220 -1.66752 -1.0 -1.0 0.6
H -0.31070 2.36955 -1.91756 0.3 0.2 -0.2
H -0.41412 0.65024 -2.12412 0.1 0.0 0.5
H 0.65562 1.44053 -3.13050 0.5 0.7 0.3
H 2.83215 2.23468 -0.46285 0.0 0.0 0.4
O -2.54459 -2.76460 2.57311 -0.2 0.0 0.2
H -3.38612 -2.48713 2.95185 0.1 -0.1 0.2
H -2.53784 -3.71899 2.70837 0.1 0.1 -0.1
O -4.00238 -1.23687 0.45125 -0.4 0.1 -0.2
H -3.68579 -1.40444 1.34202 0.4 0.0 -0.3
H -3.37424 -0.63312 0.04401 0.1 -0.1 0.2
```
Positions in Å, forces in eV/Å.

For the energy above the lowest of the compared OMol25 structures with the same formula, charge and spin, the calculation gives 174.33 kJ/mol. As for the HOMO energy: -8.2487 eV. For the total energy, the calculation gives -385.25535 hartree. As for the charge: 0.

=====

Entry 2:
An isolated molecule of C21H28N2O6. Source: the Open Molecules 2025 dataset; level of theory: the ωB97M-V functional and the def2-TZVPD basis.

XYZ file:
```
57
Properties=species:S:1:pos:R:3:forces:R:3
C 4.81991 -1.51246 -3.27276 -0.1 -0.1 0.2
C 4.27635 -1.71948 -1.86460 0.2 0.2 0.0
C 5.00720 -0.83828 -0.85434 -0.3 -0.3 0.1
C 4.46228 -0.97744 0.57313 0.4 0.0 -0.2
N 3.05308 -0.66527 0.66974 -0.1 0.3 -0.1
C 2.03722 -1.54509 0.79507 0.5 -0.2 0.1
O 0.88264 -1.14468 0.80816 -0.2 -0.1 0.1
C 2.34927 -3.01763 0.97343 -0.3 -0.1 0.0
C 1.04724 -3.80818 0.86118 0.0 0.3 0.1
C -0.04874 -3.22633 1.73079 -0.4 -0.4 -0.2
O -1.20955 -3.18450 1.43346 -0.1 0.0 0.0
O 0.40010 -2.86565 2.94495 0.4 0.0 0.5
C 2.65606 0.72798 0.54191 -0.2 -0.2 0.1
C 2.23186 1.38134 1.85545 0.0 0.1 0.0
C 0.85003 1.95858 1.59100 0.4 0.0 0.3
O 0.19784 2.62328 2.34880 -0.1 0.1 0.1
N 0.47185 1.58955 0.31817 -0.4 0.2 -0.3
C -0.83644 1.80783 -0.19511 -0.2 0.0 -0.1
C -1.36491 3.09028 -0.24985 0.0 -0.2 -0.1
C -2.63961 3.27749 -0.73810 -0.2 -0.1 -0.1
C -3.40273 2.19431 -1.18230 0.3 0.1 0.1
O -4.63394 2.51157 -1.66380 0.2 0.2 0.1
C -5.52858 1.48557 -2.04336 -0.3 -0.3 0.2
C -6.18519 0.79898 -0.84361 0.1 0.1 -0.2
C -7.17623 -0.26614 -1.29294 0.2 0.2 0.1
C -2.86061 0.91339 -1.11843 -0.3 0.0 -0.1
C -1.58378 0.72330 -0.62297 0.2 0.2 0.2
C 1.40862 0.83461 -0.35385 0.6 0.3 -0.2
O 1.33157 0.44130 -1.48603 0.0 -0.1 -0.1
H 4.30122 -2.15728 -3.97712 0.0 0.0 -0.1
H 5.88317 -1.74151 -3.31349 0.1 0.0 -0.1
H 4.67607 -0.48148 -3.58625 0.0 0.1 -0.1
H 4.39310 -2.77000 -1.58652 -0.1 -0.1 0.1
H 3.21293 -1.47332 -1.85441 0.0 -0.1 0.0
H 6.06815 -1.09657 -0.83580 0.1 0.1 0.0
H 4.92824 0.20062 -1.18030 0.1 0.1 0.0
H 5.00610 -0.29641 1.23746 0.0 -0.1 0.0
H 4.62501 -1.99263 0.93283 0.0 0.1 0.1
H 2.78569 -3.15569 1.96555 0.1 0.0 -0.1
H 3.05494 -3.36297 0.21958 0.1 0.0 0.1
H 0.68236 -3.80500 -0.16602 -0.1 0.0 0.1
H 1.20784 -4.84199 1.17381 0.0 0.0 0.0
H -0.33085 -2.48733 3.45693 -0.1 -0.1 -0.2
H 3.47003 1.27171 0.05789 -0.1 0.0 0.0
H 2.90793 2.16684 2.19203 -0.1 0.0 0.0
H 2.14044 0.64506 2.65582 0.0 0.0 0.0
H -0.78458 3.93034 0.09788 0.1 0.1 0.0
H -3.07400 4.26309 -0.78989 -0.1 0.1 0.0
H -6.29187 1.99624 -2.63826 0.1 -0.1 0.0
H -5.02969 0.74982 -2.68620 0.0 0.1 0.0
H -5.41541 0.34815 -0.21467 0.0 0.1 0.0
H -6.69580 1.55824 -0.24815 0.1 0.0 0.0
H -7.64126 -0.73648 -0.43056 -0.1 -0.1 0.0
H -6.67365 -1.03652 -1.87380 0.0 -0.1 -0.1
H -7.95755 0.17281 -1.90952 -0.1 0.0 -0.1
H -3.41789 0.04992 -1.44353 -0.1 -0.1 0.0
H -1.16757 -0.26912 -0.55219 0.0 -0.1 0.0
```
Positions in Å, forces in eV/Å.

For the energy above the lowest of the compared OMol25 structures with the same formula, charge and spin, the calculation gives 0.00 kJ/mol. As for the HOMO energy: -8.1529 eV. For the total energy, the calculation gives -1378.05218 hartree. As for the charge: 0.